DFT (wB97M-V/def2-TZVPD) results for 12 unconnected molecules or ions with the total composition C90H204N12O18.

Geometry as XYZ:
```
324
Properties=species:S:1:pos:R:3:forces:R:3
C -10.09446 -2.52657 0.72235 -0.77 0.29 0.38
O -8.76835 -2.32273 1.15947 0.15 0.73 1.02
C -8.73988 -1.72755 2.50282 -0.05 -1.40 -0.06
C -7.54464 -0.86697 2.79223 -0.21 0.84 0.83
N -6.37202 -1.55999 3.28862 1.10 -0.25 0.26
C -5.14647 -0.68077 3.42123 -1.95 -0.41 -1.00
C -3.93841 -1.37377 3.95580 -0.79 -1.18 1.34
O -4.02825 -1.55406 5.40935 -0.23 -0.30 -1.57
C -4.90053 -2.62198 5.80562 0.50 -0.57 -0.31
H -10.62900 -1.58297 0.52720 0.26 0.13 0.31
H -10.70314 -3.07772 1.48125 0.47 0.06 -0.64
H -10.09360 -3.00663 -0.24986 0.23 -0.53 0.08
H -8.75150 -2.55745 3.24091 -0.11 0.26 -0.32
H -9.62717 -1.12410 2.69986 -0.20 -0.03 -0.49
H -7.89860 -0.23557 3.65879 0.36 -0.25 -0.79
H -7.42893 -0.16705 1.93972 0.48 -0.29 0.11
H -6.12839 -2.43728 2.81162 -0.23 0.76 -0.18
H -5.41939 0.14102 4.09228 0.11 0.05 -0.22
H -4.95321 -0.31979 2.40422 0.40 0.46 0.13
H -3.05616 -0.79622 3.75656 0.38 0.41 0.13
H -3.81826 -2.35163 3.43871 0.03 0.22 0.38
H -4.66479 -3.56001 5.20506 0.09 0.79 0.91
H -5.98168 -2.47524 5.60722 0.62 0.50 0.27
H -4.67007 -2.71702 6.88771 -0.43 -0.40 -0.72
C -0.00419 -0.90615 5.72241 -1.39 -1.06 0.07
O 0.35943 -2.24591 5.98997 0.97 -0.88 0.09
C -0.12558 -3.22723 5.06897 0.46 1.29 -0.31
C 0.71552 -4.48942 5.08602 0.00 -1.39 -1.02
N 2.03714 -4.31393 4.47140 -2.16 0.31 -0.37
C 2.79917 -5.48580 4.26917 1.86 -1.29 2.38
C 4.23783 -5.04213 4.01163 0.53 0.21 -0.20
O 4.81858 -4.45615 5.17067 -0.64 -0.12 0.45
C 6.14539 -4.01094 4.98048 -0.32 -0.03 0.56
H 0.39972 -0.58629 4.75548 0.07 0.29 0.17
H 0.34979 -0.33108 6.58209 -0.03 0.13 -0.45
H -1.12246 -0.89683 5.68810 0.59 0.53 -0.04
H -0.19282 -2.74995 4.06696 0.49 -0.51 0.17
H -1.14422 -3.43331 5.30714 -1.00 -0.49 0.45
H 0.19878 -5.27304 4.43837 0.28 0.97 0.73
H 0.78735 -4.97204 6.09286 -0.14 0.60 -0.36
H 2.52337 -3.59022 4.93910 0.80 0.53 0.60
H 2.45063 -6.13628 3.47693 -0.26 0.16 -0.50
H 2.85484 -6.19934 5.19981 -0.22 1.10 -1.14
H 4.19650 -4.26271 3.23439 0.16 -0.17 -0.20
H 4.91447 -5.85022 3.70289 -0.36 -0.14 -0.25
H 6.79829 -4.85770 4.71072 0.08 0.20 0.43
H 6.44265 -3.46486 5.91707 -0.07 -0.77 -0.95
H 6.17024 -3.32926 4.14593 0.17 0.59 -0.43
C 5.51107 7.53551 3.81638 -0.18 -0.40 0.44
O 4.27533 6.99244 3.43292 0.64 -0.83 0.41
C 3.52629 7.94876 2.77130 -1.12 0.10 -0.59
C 2.14779 7.32502 2.51226 -0.68 0.42 -0.08
N 2.00963 6.32976 1.41269 1.31 1.84 0.67
C 0.75917 5.65707 1.44469 -1.50 0.38 0.44
C 0.69946 4.65272 0.31357 -1.41 -0.16 0.44
O -0.51008 3.80755 0.44675 2.07 1.11 -0.97
C -0.30754 2.72946 1.32362 0.38 0.13 -0.31
H 5.98541 7.87681 2.92194 0.64 0.88 -0.47
H 6.13154 6.73782 4.18623 0.14 -0.38 0.40
H 5.39448 8.30989 4.60088 0.11 -0.13 -0.50
H 4.00808 8.28294 1.83038 -0.08 -0.12 0.26
H 3.45026 8.81567 3.46110 -0.40 -0.06 -0.53
H 1.44804 8.14944 2.27330 0.17 -0.37 0.24
H 1.85871 6.88065 3.49097 -0.13 0.18 -0.40
H 2.75245 5.67326 1.51954 0.57 -0.63 0.01
H -0.04848 6.42017 1.29767 0.44 -0.62 0.34
H 0.59800 5.14231 2.42746 -0.17 0.24 -0.54
H 1.65333 4.12021 0.42297 -0.35 -0.67 -0.62
H 0.62720 5.17972 -0.65465 0.12 -0.44 0.39
H -1.11505 2.03780 1.12575 -0.13 -0.35 0.23
H -0.31916 3.09900 2.33214 -0.17 -0.15 0.84
H 0.67510 2.26458 1.16645 -0.16 -0.19 -0.11
C -3.16257 3.73240 -3.27087 -0.58 -0.34 2.25
O -3.48872 4.05826 -1.86874 0.81 -0.58 -1.44
C -3.66012 5.44902 -1.58910 -1.05 -1.60 0.81
C -2.90728 5.80941 -0.32544 1.30 1.47 -0.62
N -2.72819 7.32248 -0.30969 0.08 -1.62 -0.23
C -3.91697 8.13349 -0.11657 0.38 0.38 1.38
C -3.52102 9.60208 -0.13404 2.28 -0.64 1.34
O -2.47466 9.78425 0.89519 0.17 0.97 -0.14
C -1.69986 10.97671 0.52863 -0.90 -2.32 -2.21
H -3.07157 2.62818 -3.26674 0.02 0.63 -0.22
H -2.22862 4.19505 -3.58040 0.06 0.10 -0.04
H -3.99780 4.03775 -3.88943 -0.08 0.06 -0.40
H -4.71125 5.51963 -1.33590 -0.62 0.46 -0.26
H -3.48072 6.03739 -2.45777 0.62 0.75 -0.52
H -1.89271 5.32932 -0.39898 -1.06 0.58 0.37
H -3.46915 5.37606 0.53331 0.50 0.42 -0.21
H -1.91084 7.62723 0.22381 -0.86 -0.11 0.03
H -4.47242 7.89181 0.81929 0.34 0.17 -0.15
H -4.64181 8.00155 -0.89146 -0.34 -0.33 -0.85
H -4.29193 10.33273 0.03017 -0.67 0.11 0.07
H -2.96975 9.81965 -1.03287 -0.31 0.00 -0.94
H -1.02348 11.37362 1.24264 0.51 -0.38 1.08
H -2.44588 11.71240 0.32941 -0.26 1.03 -0.42
H -1.14845 10.69781 -0.44067 -0.55 0.73 1.28
C 7.72053 -4.17461 0.32639 0.32 -1.17 -0.54
O 7.68718 -2.82865 0.62714 1.01 0.61 0.03
C 6.45445 -2.26581 0.43723 -1.90 0.85 0.14
C 6.39454 -0.83875 1.01275 -0.93 -1.81 1.97
N 7.31651 0.02614 0.47038 1.84 0.90 -1.25
C 7.28986 1.37618 0.97855 -0.47 -0.05 0.58
C 8.59895 2.06682 0.69309 -1.57 -0.15 0.32
O 9.47810 1.65795 1.68460 -0.03 -0.87 -0.39
C 10.60809 2.45051 1.61851 0.71 0.11 0.93
H 8.63401 -4.51750 0.79081 0.10 -0.56 0.12
H 7.78827 -4.42117 -0.75466 -0.07 0.48 0.25
H 6.84015 -4.73385 0.69576 0.27 0.27 0.22
H 5.74219 -2.89489 1.02200 -0.19 0.43 -0.50
H 6.15289 -2.24655 -0.64183 0.19 -0.13 0.57
H 6.56495 -0.88298 2.12610 -0.41 -0.37 -0.41
H 5.39969 -0.43797 0.88254 -0.43 -0.12 0.00
H 8.22500 -0.39983 0.56472 0.44 0.24 0.05
H 7.20132 1.44899 2.12091 -0.22 -0.29 -1.20
H 6.40181 1.88385 0.53701 0.62 -0.06 0.22
H 8.42650 3.11489 0.73663 -0.13 1.40 0.39
H 8.99145 1.93016 -0.29362 0.30 -0.70 -0.87
H 10.31496 3.41998 2.02922 0.62 0.27 0.28
H 10.94861 2.63396 0.60360 0.21 -0.23 -0.33
H 11.36877 1.91066 2.20258 0.01 0.71 -0.16
C 3.33880 0.59529 -0.37817 -1.83 0.73 -2.60
O 2.46977 0.11795 0.62311 0.25 0.19 0.00
C 2.45919 -1.29166 0.72015 -1.33 -0.89 1.08
C 1.24469 -1.67592 1.61101 -1.96 -0.07 -0.84
N 0.00767 -1.32138 0.80568 0.76 0.02 1.10
C -1.23457 -1.70820 1.46908 0.20 0.54 0.26
C -2.39838 -1.52773 0.53756 -0.26 -0.43 -0.19
O -2.72435 -0.15049 0.46716 -0.14 0.57 -0.58
C -3.13986 0.27848 -0.84328 -1.32 -0.74 0.35
H 3.28605 -0.06797 -1.29690 0.50 0.39 1.19
H 4.33671 0.78629 -0.06492 0.79 -0.10 0.37
H 2.93848 1.55938 -0.82720 0.21 -0.83 1.02
H 3.36038 -1.68523 1.18916 0.36 0.06 -0.18
H 2.28353 -1.73745 -0.28046 0.22 0.13 0.44
H 1.16372 -1.22908 2.64073 0.69 -0.05 -0.91
H 1.09132 -2.76763 1.75872 0.92 0.46 -0.08
H -0.01103 -0.31863 0.72290 0.07 0.49 -0.26
H -1.48829 -1.17336 2.43207 0.52 -0.21 -0.77
H -1.13799 -2.74563 1.73211 -0.09 -0.74 0.10
H -3.20601 -2.19446 0.88296 -0.41 0.59 0.05
H -2.16940 -1.88811 -0.46779 0.39 -0.10 -0.07
H -2.42243 0.03158 -1.60905 0.72 -0.18 -0.16
H -3.30141 1.37219 -0.88102 -0.04 -0.58 0.42
H -4.06154 -0.30528 -1.13684 0.58 0.99 0.32
C 3.24906 -1.31731 -5.04458 1.41 0.66 0.59
C 1.81634 -0.93821 -4.72820 0.13 -1.30 -2.06
C 1.52333 -1.36273 -3.34801 -1.60 -1.05 0.81
C 0.12496 -0.87183 -2.92570 0.76 0.11 1.67
C 0.10155 0.61951 -2.99700 0.09 1.58 -0.94
C 0.38920 1.13364 -4.50870 -1.53 -0.84 1.34
N 1.61545 0.45616 -4.88549 0.40 2.17 0.85
O 2.15702 1.04985 -6.03499 -0.26 -0.88 -0.63
C -0.85419 0.76262 -5.44667 0.13 -0.06 -0.48
C 0.64358 2.62806 -4.47489 0.31 0.80 -0.69
C 0.93521 -1.84797 -5.64958 -0.16 -0.18 -0.24
H 3.98088 -0.89424 -4.29160 -0.91 -0.23 -0.69
H 3.56638 -0.92982 -6.02824 -0.14 -0.56 0.34
H 3.31647 -2.40610 -4.94183 0.22 0.18 -0.39
H 1.41004 -2.44854 -3.42202 0.46 -0.17 0.37
H 2.35746 -1.15030 -2.67436 -0.40 0.29 0.14
H -0.06135 -1.16218 -1.87180 -0.03 -0.11 -0.48
H -0.64548 -1.28548 -3.54090 -0.46 -0.57 -0.35
H 0.94463 0.91332 -2.33292 -0.51 0.53 -0.51
H -0.84356 1.10769 -2.63258 0.82 -0.50 -0.31
H -1.59484 0.16701 -4.92151 -0.05 -0.13 0.38
H -1.46085 1.58870 -5.89673 0.94 -0.25 0.47
H -0.55000 0.08756 -6.27719 -0.06 0.69 0.35
H -0.19419 3.25771 -4.12037 0.14 -0.66 -0.25
H 1.46108 2.78803 -3.78775 0.37 0.16 0.28
H 1.00212 3.01242 -5.46347 -0.53 -0.31 0.79
H -0.11730 -1.88015 -5.34017 0.37 -0.28 0.15
H 1.37558 -2.86393 -5.69153 -0.45 0.47 0.12
H 0.87643 -1.49833 -6.67153 0.35 0.21 -0.45
H 1.55426 0.78843 -6.75603 0.23 0.15 -0.12
C -6.86764 -6.21645 0.45431 0.52 0.04 -1.74
C -5.40058 -5.69132 0.27684 0.28 -0.07 -0.56
C -4.46179 -6.55050 -0.62427 -0.65 -0.15 0.40
C -4.72894 -6.38181 -2.10297 -0.08 1.01 0.11
C -4.72468 -4.90222 -2.47126 0.09 0.61 -1.35
C -5.64377 -4.03122 -1.63060 -0.57 0.01 -0.95
N -5.29650 -4.31657 -0.27719 -0.57 -0.76 1.87
O -5.85327 -3.37214 0.62088 -0.92 0.35 0.44
C -5.26565 -2.55080 -1.79639 0.44 -0.88 -1.58
C -7.13921 -4.27718 -2.18115 0.92 1.02 3.00
C -4.79288 -5.68358 1.66567 -1.18 0.86 1.17
H -7.40838 -6.33680 -0.52920 0.65 -0.22 1.20
H -7.42313 -5.49320 1.01888 -0.38 0.46 0.42
H -6.86279 -7.13923 1.03098 -0.07 -0.13 -0.21
H -3.45854 -6.16136 -0.43958 0.04 -0.27 0.21
H -4.52932 -7.60753 -0.29665 0.16 0.48 -0.17
H -5.69368 -6.76638 -2.39005 -0.42 -0.45 -0.04
H -3.98096 -6.85346 -2.71396 0.33 -0.57 -0.17
H -5.10212 -4.78151 -3.49743 0.07 -0.26 0.01
H -3.72726 -4.43538 -2.56196 -0.22 -0.41 0.68
H -4.35688 -2.36080 -1.20629 -0.69 0.16 -0.09
H -5.01745 -2.36916 -2.86187 -0.09 -0.04 0.34
H -6.13114 -1.95717 -1.58890 -0.06 0.65 0.58
H -7.86566 -3.71207 -1.54199 0.51 -0.01 -0.78
H -7.10309 -3.94911 -3.18676 -0.47 0.33 -0.98
H -7.45698 -5.29104 -2.06381 0.08 -0.68 -0.50
H -5.35907 -4.91730 2.26702 0.79 -0.70 -0.39
H -3.72347 -5.49599 1.75089 -0.01 0.13 -0.33
H -5.02773 -6.63486 2.12680 0.23 -0.33 0.18
H -6.84657 -3.42675 0.72422 0.97 -0.20 -0.65
C 3.98136 -0.82951 4.10817 0.48 0.42 -0.47
C 4.07984 0.57811 4.69165 -2.61 0.85 0.38
C 5.39716 0.94738 5.26668 1.50 -1.71 -1.22
C 5.62851 2.36288 5.61365 -0.54 0.49 -0.67
C 5.43351 3.24271 4.36994 -0.21 -0.67 1.15
C 4.05391 3.00474 3.74322 0.12 -1.32 -0.98
N 3.80662 1.49944 3.59102 -0.10 1.20 -0.67
O 2.42010 1.33336 3.20636 0.79 -0.66 -1.31
C 2.94842 3.77365 4.44120 0.22 0.60 0.43
C 4.19465 3.47051 2.30281 -1.41 0.87 -0.05
C 2.99374 0.74870 5.78816 -0.09 0.01 0.08
H 2.97761 -1.19210 3.96095 -0.53 0.16 0.12
H 4.46945 -1.50500 4.75223 0.55 -1.03 1.08
H 4.49543 -0.93126 3.15239 0.09 0.37 -0.12
H 5.59821 0.35816 6.12197 -0.08 -0.90 1.13
H 6.13695 0.57347 4.55037 0.35 0.32 -0.20
H 6.62756 2.43663 6.01228 0.30 0.36 0.30
H 4.88714 2.58728 6.38403 0.30 0.60 0.10
H 6.24314 3.08150 3.64082 -0.28 -0.08 0.24
H 5.46827 4.26006 4.71642 0.09 0.74 -0.22
H 2.84364 3.46638 5.47678 0.01 0.00 0.22
H 3.26704 4.83311 4.43481 -0.39 -0.33 0.00
H 1.95821 3.67664 3.98794 0.29 -0.08 -0.22
H 3.28521 3.18750 1.73273 0.41 0.39 0.21
H 4.38412 4.56257 2.26847 -0.21 -0.47 -0.05
H 5.02028 2.96799 1.87449 0.86 -0.52 -0.60
H 3.24928 1.52166 6.51914 -0.09 -0.14 -0.12
H 2.82032 -0.16858 6.31829 0.28 -0.64 0.48
H 2.01807 0.96397 5.36481 0.12 0.32 -0.21
H 2.49741 0.83617 2.33497 -0.18 0.88 1.13
C 0.80006 -7.76742 -3.68607 -0.45 -1.31 -0.88
C 1.12609 -6.27263 -3.52865 -0.10 -0.97 -0.82
C 0.00308 -5.46963 -4.17334 -0.15 1.38 -1.84
C -1.32089 -5.44702 -3.42652 0.18 -0.75 0.12
C -1.04427 -5.04330 -2.01118 1.01 -0.80 0.98
C 0.03434 -5.88795 -1.29472 -0.31 -0.08 0.44
N 1.27954 -5.89682 -2.13077 -1.03 -0.21 0.24
O 2.12357 -6.91517 -1.58448 1.40 1.43 0.94
C 0.47943 -5.20485 0.01758 0.19 -1.06 0.99
C -0.53907 -7.28294 -0.94194 0.14 0.57 -0.90
C 2.45981 -5.90713 -4.24232 -0.39 -1.71 1.38
H -0.28547 -7.99533 -3.63992 0.46 0.47 -0.59
H 1.23086 -8.13759 -4.64655 -0.60 0.27 0.48
H 1.15229 -8.48196 -2.94172 0.63 0.58 0.19
H 0.32562 -4.39463 -4.15707 -0.05 -0.72 -0.26
H -0.09098 -5.75998 -5.29406 0.13 0.35 1.86
H -2.01776 -4.68801 -3.73402 -0.11 0.32 -1.04
H -1.89199 -6.38860 -3.46518 0.39 0.09 -0.02
H -1.96145 -5.16376 -1.47065 -0.45 0.24 0.70
H -0.72048 -4.01808 -1.95337 0.00 0.72 -0.12
H 0.92216 -4.26980 -0.21330 0.33 1.14 -0.27
H 1.25683 -5.76634 0.60649 -0.61 0.10 -0.84
H -0.30338 -5.04514 0.77259 -0.25 -0.03 -0.52
H -1.14396 -7.72610 -1.73290 0.04 0.12 -0.13
H -1.19206 -7.19465 -0.08731 0.04 -0.04 0.49
H 0.31139 -7.91640 -0.78235 0.11 -0.59 0.54
H 2.47455 -6.12852 -5.28922 -0.30 0.02 -0.68
H 2.60489 -4.88721 -4.03367 0.48 1.48 -0.03
H 3.27841 -6.48740 -3.78629 -0.25 0.24 -0.11
H 2.77269 -6.32086 -1.14388 -0.33 -1.05 -0.28
C -6.72503 1.91752 -2.69226 -0.27 -0.28 -1.95
C -7.70577 1.70225 -1.54268 0.22 1.13 -1.06
C -6.98792 2.41461 -0.39714 -1.18 0.25 0.20
C -7.85992 2.72152 0.77824 -1.72 0.01 0.20
C -9.09867 3.54041 0.29512 0.53 -1.90 -0.37
C -9.91810 2.80279 -0.81179 1.62 0.38 0.06
N -8.90670 2.46531 -1.86830 -0.93 0.44 -0.27
O -9.55968 1.80561 -2.99651 0.16 0.40 0.82
C -10.63282 1.60057 -0.20117 -0.15 0.39 1.13
C -10.80574 3.90477 -1.41317 -0.78 0.03 -0.04
C -7.92251 0.23034 -1.36080 -0.40 0.62 1.49
H -6.98332 1.47526 -3.70720 0.17 -0.01 1.44
H -5.74861 1.61384 -2.37004 0.63 -0.69 -0.02
H -6.57820 2.96104 -2.91284 -0.29 0.71 0.13
H -6.18706 1.79502 -0.10213 1.26 -0.63 0.31
H -6.61238 3.37315 -0.74124 0.29 0.01 -0.34
H -7.35952 3.34523 1.47453 0.82 0.68 0.68
H -8.09499 1.82792 1.37398 -0.36 0.07 -0.36
H -8.70733 4.42020 -0.17679 0.19 0.71 -0.07
H -9.77096 3.81122 1.09629 -0.14 0.11 0.31
H -11.45181 1.97174 0.41458 -0.24 0.13 0.00
H -11.07025 0.95617 -0.92849 -0.17 -0.56 -0.70
H -10.03102 1.00436 0.52419 -0.06 0.46 -0.81
H -10.17045 4.78183 -1.70577 -0.60 -0.81 0.31
H -11.35189 3.55979 -2.30919 0.22 0.08 0.37
H -11.58013 4.22377 -0.66606 0.71 -0.15 -0.59
H -6.97321 -0.21076 -1.36306 1.36 -0.91 -0.02
H -8.52846 -0.19559 -2.10826 -0.66 -0.39 -1.15
H -8.38089 -0.00002 -0.41084 -0.13 -0.11 0.40
H -9.49452 2.48900 -3.67084 -0.05 -0.08 -0.07
C 8.92267 1.42734 -3.85726 -0.18 2.09 0.44
C 7.57059 1.02803 -4.55110 2.94 -2.46 2.01
C 6.88547 -0.07531 -3.69692 -1.20 0.65 -0.30
C 6.24514 0.47029 -2.42038 -0.40 0.10 -0.47
C 5.25673 1.61733 -2.83218 -0.97 -1.64 0.32
C 5.87706 2.63541 -3.75761 1.03 1.75 1.19
N 6.61443 1.98296 -4.85236 -1.87 1.36 0.23
O 7.19874 3.00914 -5.62978 0.25 0.41 -0.06
C 4.71580 3.41224 -4.34998 0.16 0.19 -1.38
C 6.75259 3.66683 -2.90233 0.17 -1.96 0.15
C 8.00427 0.30767 -5.78715 -1.83 0.38 -1.90
H 8.76418 1.82375 -2.83625 0.01 -0.26 -0.34
H 9.50054 2.25256 -4.38517 -0.83 -1.08 0.29
H 9.56980 0.56778 -3.75761 0.09 -0.30 -0.13
H 6.08637 -0.44615 -4.37296 0.36 -0.19 0.47
H 7.56798 -0.88191 -3.45699 0.28 -0.11 -0.14
H 7.05225 0.79392 -1.78052 0.11 0.66 0.20
H 5.85142 -0.36585 -1.79840 -0.43 0.65 -0.68
H 4.67680 2.07492 -1.98389 1.17 0.02 -0.62
H 4.41361 1.24902 -3.45772 0.40 -0.70 0.39
H 3.96822 3.65231 -3.61621 -0.16 0.34 0.52
H 4.98440 4.29573 -4.94693 0.24 -0.04 0.60
H 4.23224 2.78310 -5.07503 -0.44 -0.59 -0.32
H 6.17155 4.55404 -2.86986 0.09 1.18 -0.04
H 6.86754 3.32782 -1.85748 -0.18 -0.10 -0.29
H 7.77982 3.75759 -3.26187 -0.39 0.53 -0.32
H 8.63036 -0.52317 -5.54300 0.49 -0.45 -0.09
H 8.44253 0.97683 -6.54019 0.34 -0.27 0.33
H 7.04302 -0.04244 -6.23861 0.79 -0.19 -0.01
H 7.03002 2.70123 -6.51898 -0.12 0.16 -0.42
```
Positions in Å, forces in eV/Å.

For the energy relative to the best compared isomer or geometry (same formula, charge and spin), the calculation gives 1.038 eV. The value obtained for the total energy is -5562.2535 a.u. As for the spin multiplicity: 1. The molar mass comes out at 1742.7 g mol⁻¹. The HOMO-LUMO gap is 8.51 eV.

Atom charges from the Mulliken analysis, given in e for atoms 1 to 6:
1 C -0.8612
2 O 0.1854
3 C -1.1850
4 C -0.3216
5 N 0.2278
6 C -0.5401